Computed, not measured: a cluster of 16 separate species, C28H95N7O16 in total, with ωB97M-V with the def2-TZVPD basis set.

For the lowest unoccupied orbital energy, the calculation gives 0.24 eV. For the energy above the lowest of the compared OMol25 structures with the same formula, charge and spin, the calculation gives 3.9177 eV. For the maximum force, the calculation gives 3.5 eV/Å.

Each line ends with the Mulliken charge.
Geometry (Å):
C -0.604491 -3.361967 6.978069  -1.989
C 0.326380 -3.661758 5.813112  0.962
C 1.075659 -4.999401 6.048456  -1.193
O 1.865313 -5.122377 4.793860  -0.194
C 2.971379 -6.035208 4.789787  -0.957
N -0.417078 -3.584918 4.608842  0.055
H -0.060348 -3.635142 7.882165  0.461
H -1.420481 -4.072390 6.845570  0.506
H -0.929320 -2.358470 7.252988  0.288
H 1.104508 -2.902260 5.889224  0.087
H 0.420673 -5.868444 6.110533  0.369
H 1.792113 -5.006214 6.869891  0.436
H 2.630781 -7.038858 5.044342  0.336
H 3.650152 -5.730814 5.586475  0.365
H 3.657734 -5.823980 3.969796  0.307
H -1.182799 -4.232944 4.726467  0.272
H 0.062685 -4.010501 3.828571  0.070
C 0.913147 2.721755 -4.149891  -1.073
C 1.252061 1.265626 -4.290446  0.838
C 2.686015 0.998548 -4.232150  -0.649
O 3.262834 1.600603 -5.464855  -0.419
C 4.667388 1.384722 -5.541884  -0.803
N 0.466182 0.455429 -3.398128  1.836
H -0.170535 2.759029 -4.260981  0.100
H 1.464397 3.380401 -4.821004  0.571
H 0.996797 3.080466 -3.124011  0.029
H 0.962061 0.916279 -5.281382  0.293
H 2.767444 -0.087076 -4.285988  0.190
H 3.245940 1.250368 -3.331505  0.404
H 5.051107 0.494625 -5.043303  0.313
H 5.205503 2.168739 -5.009104  0.298
H 4.952331 1.354942 -6.593568  0.287
H 0.699834 -0.523175 -3.309613  -0.786
H 0.822664 0.733669 -2.495024  -1.065
C 0.560472 5.985207 -1.368050  -1.422
C -0.212276 5.544486 -0.087843  0.289
C -1.651322 6.129840 0.045449  -0.940
O -2.283291 5.627624 1.214815  -0.325
C -3.552834 6.177627 1.553815  -0.972
N -0.185799 4.129810 -0.032666  -0.010
H 0.295097 5.450441 -2.280016  0.250
H 1.572697 5.711953 -1.069972  0.344
H 0.589911 7.056372 -1.567652  0.418
H 0.285069 5.742728 0.861598  0.497
H -2.115249 5.714963 -0.849395  0.327
H -1.612962 7.210336 -0.092897  0.462
H -3.587896 6.251251 2.640762  0.307
H -4.413736 5.586373 1.241787  0.284
H -3.762332 7.189894 1.208088  0.356
H -0.743648 3.781137 -0.799041  -0.078
H -0.788615 3.889392 0.741224  -0.123
C 4.302267 -0.968783 -0.674213  -1.327
C 3.608887 -2.249530 -1.033454  -0.138
C 2.583205 -2.624099 0.108622  -0.079
O 3.413931 -3.168122 1.145784  -0.441
C 2.717329 -3.457528 2.285885  -0.224
N 2.976632 -1.883040 -2.305330  -0.077
H 5.156183 -0.721737 -1.304995  0.319
H 4.617173 -1.011225 0.368441  0.370
H 3.736897 -0.039282 -0.607280  0.220
H 4.315909 -3.054845 -1.232661  0.600
H 1.993572 -3.388405 -0.397593  0.430
H 2.065275 -1.708019 0.392628  -0.197
H 2.439257 -4.509362 2.352322  0.208
H 1.767603 -2.938794 2.416431  -0.162
H 3.330773 -3.287314 3.170641  0.390
H 3.728385 -1.865313 -2.979604  0.353
H 2.686700 -0.919634 -2.216521  -0.364
C -2.775159 -0.299200 -1.364489  -1.074
C -2.054529 0.872293 -0.587569  -0.108
C -0.878433 0.292052 0.298117  0.110
O -1.524962 -0.528611 1.276637  -0.645
C -0.663788 -1.316583 2.084779  -0.292
N -1.581935 1.764275 -1.626981  0.503
H -3.716213 0.021403 -1.811387  0.363
H -2.992432 -1.160928 -0.733361  0.267
H -2.140908 -0.793887 -2.100087  0.075
H -2.791061 1.423955 -0.003366  0.712
H -0.286224 1.124832 0.677407  -0.393
H -0.214260 -0.423490 -0.186631  -0.058
H -1.145459 -1.388211 3.059950  0.422
H 0.253743 -0.755517 2.262095  0.173
H -0.402573 -2.138606 1.418331  0.424
H -1.124710 1.094821 -2.229378  -0.432
H -2.446326 2.043729 -2.068376  0.383
C 0.779851 4.046783 5.080999  -1.743
C -0.031318 3.623259 3.875835  1.605
C -0.734897 2.331511 4.033344  -1.137
O 0.309761 1.321783 4.080792  0.192
C 0.232162 0.401513 5.080665  -1.102
N -1.037413 4.634993 3.611495  -0.496
H 1.255368 5.027325 5.057984  0.507
H 1.663704 3.411468 5.138275  0.341
H 0.197418 3.912855 5.992552  0.366
H 0.618365 3.553481 3.003407  -0.109
H -1.174129 1.943630 3.114251  -0.114
H -1.432139 2.089846 4.835554  0.645
H 0.507232 0.812733 6.051913  0.329
H 0.916081 -0.396149 4.790665  0.155
H -0.775213 -0.013706 5.110362  0.514
H -0.827440 5.564852 3.945207  0.242
H -1.425052 4.743624 2.685188  0.161
C 0.682466 -2.444077 -6.227389  -1.282
C 0.254447 -3.530655 -5.203670  0.622
C -0.520957 -3.046473 -3.957718  0.051
O -0.703600 -4.178910 -3.059510  -0.481
C -1.626010 -3.963410 -2.010525  -0.531
N -0.421543 -4.634474 -5.913171  -0.703
H 1.337453 -1.685771 -5.798356  -0.033
H -0.026873 -1.777220 -6.717526  0.431
H 1.398652 -2.706813 -7.005941  0.459
H 1.221464 -3.755735 -4.753872  0.165
H -1.508499 -2.699047 -4.261292  0.294
H -0.069466 -2.341900 -3.259271  -0.404
H -2.434234 -3.334781 -2.384292  0.284
H -1.170237 -3.469062 -1.152631  0.036
H -1.998153 -4.853792 -1.503732  0.391
H -1.296960 -4.627804 -5.409490  0.368
H -0.566428 -4.112014 -6.765309  0.348
O -1.997950 0.551911 -4.539826  -0.461
H -1.073335 0.597662 -4.296442  -0.385
H -2.213861 1.438148 -4.829987  0.430
O -2.559526 3.094098 -5.215667  -0.579
H -2.782520 3.673903 -5.943904  0.248
H -3.259245 3.230970 -4.577003  0.404
O -4.310852 2.761679 -3.033495  -0.798
H -4.861734 2.451038 -2.314981  0.304
H -4.264185 2.020782 -3.637750  0.219
O -1.770701 -4.912662 1.963161  -0.642
H -2.231063 -5.473421 2.587545  0.256
H -2.372352 -4.185176 1.805015  0.393
O 2.683228 1.187867 1.972292  -0.739
H 2.036175 1.298243 2.668974  0.278
H 2.190725 1.326092 1.163243  0.361
O -4.591665 0.220130 -4.832096  -0.722
H -3.660316 0.120389 -4.634911  0.485
H -4.615203 0.486452 -5.751202  0.287
O 1.543920 1.801393 -0.971599  -0.205
H 0.887377 2.328966 -0.516797  -0.107
H 2.296218 2.385328 -1.068033  0.271
O -3.215575 -2.530765 1.700710  -0.687
H -3.784063 -2.461291 2.467669  0.293
H -2.674625 -1.741644 1.730682  0.296
O -3.016348 -1.734237 5.809547  -0.685
H -3.214837 -1.206555 5.035990  0.272
H -2.297618 -2.303194 5.533963  0.320

Cartesian forces, eV/Å:
C 0.5675 -1.1314 0.9393
C 1.0624 0.5424 2.0136
C 1.1269 0.1202 -2.4324
O -0.2490 -0.1622 0.3595
C -0.2071 1.4072 1.7809
N -0.6014 -0.2400 -0.7756
H -0.0878 -0.4154 0.2352
H -0.5258 0.2531 0.5257
H -0.1394 0.1253 -1.0383
H 0.2220 0.1426 -0.6690
H -0.2527 -0.0627 0.1560
H -0.2053 0.2816 0.2943
H 0.2852 -0.2819 -0.7956
H 0.0103 -0.1142 0.7637
H -0.8983 -0.6641 -0.7970
H -0.5875 -0.0598 -0.0696
H 0.4740 0.2251 -0.3073
C -1.2262 0.2030 0.6536
C -0.4151 0.0221 -1.2461
C 1.9559 -0.5719 -1.8504
O 0.0858 -1.1918 1.8297
C 0.0452 0.3978 0.2101
N 0.3177 -0.0112 1.8474
H -0.0722 0.5801 -0.6485
H -0.2215 -0.2271 -0.0828
H 0.5999 -0.1373 0.1619
H 0.0503 0.3441 -0.4535
H 0.4416 -0.3126 -0.3649
H -0.0802 0.7524 0.1477
H -0.5321 -0.5899 -0.1425
H 0.0405 0.4902 -0.2279
H 0.0136 0.1066 0.0994
H 0.2927 -0.5149 -1.2150
H -0.5431 0.6104 0.8519
C 0.3790 0.1427 1.5726
C -0.3656 1.4990 0.4711
C 0.8820 -1.0894 -1.3277
O -0.1020 0.8980 -0.5016
C -0.2077 0.2352 0.6096
N -0.8610 -1.7221 -0.3192
H -0.2778 -0.1217 0.2097
H 0.2647 -0.0499 -0.5861
H -0.3155 0.0238 0.1159
H 0.5657 1.2584 -0.1977
H -0.7473 0.0765 -0.2056
H -0.2473 0.2167 0.6588
H 0.0407 -0.2199 0.0654
H 0.2439 -0.4344 -0.2667
H 0.5852 0.1269 -0.4140
H -0.0426 -0.6025 -0.6898
H 0.0760 -0.4120 0.5672
C 1.7530 0.5199 2.2271
C -0.8948 1.8995 0.2337
C 2.6297 -0.6910 -2.0457
O -0.3817 1.1399 -1.5606
C -0.7336 -1.0811 1.7604
N -1.0352 -1.1348 -0.5763
H 0.1705 -0.2767 -0.0350
H 0.7297 -0.1756 0.1191
H -0.9701 -0.2799 -0.5723
H -0.1625 -0.1178 0.3745
H -0.7755 -0.0805 0.6259
H -0.3068 -0.1712 0.3151
H -0.0346 -0.3376 -0.2505
H 0.0441 0.5218 -0.1456
H 0.1090 0.2902 -0.0101
H -0.0690 -0.0346 -0.3642
H -0.1370 0.0978 -0.0477
C 0.1173 -0.5801 1.5571
C 0.1654 -2.1929 -0.7417
C -2.0157 -0.3971 -0.3877
O -0.4233 1.7352 0.5043
C 1.0189 1.5637 -0.8283
N 0.4989 0.3053 0.8647
H 0.1387 0.0917 -0.1835
H -0.4067 0.1825 0.5083
H 0.2504 0.7001 -0.4153
H 0.1898 -0.2638 0.6203
H -0.0154 -0.0754 0.6688
H 0.2380 0.3925 -0.9471
H 0.1533 -1.0948 -0.2671
H 0.2663 0.0749 0.1549
H -0.0499 -0.9841 1.0450
H 0.1537 0.6697 -0.8598
H 0.1551 0.3340 -0.6537
C 0.8331 -0.9275 0.3385
C -0.5931 2.2524 -0.3756
C 1.0360 -3.1943 -0.8083
O 0.9386 1.2279 -0.9222
C -0.0768 -1.0499 0.4095
N -0.9405 0.7748 0.4113
H -0.6581 0.3309 -0.3449
H -0.1180 -0.4248 0.2348
H 0.0300 0.2197 0.0839
H 0.3796 -0.3883 -0.0463
H -0.9711 1.1171 -0.3370
H 0.0046 1.0073 0.3401
H -0.0053 -0.0296 0.2858
H 0.0512 -0.1930 0.3579
H -0.1965 -0.2994 0.4011
H 0.2942 -0.1854 0.0963
H 0.2478 -0.3917 -0.0465
C 0.6872 1.6249 0.4831
C 1.7982 1.3552 0.6184
C -0.8248 -0.9952 0.8423
O -0.0427 -0.8414 -0.7810
C 0.2390 0.8028 0.1337
N 0.4665 1.3828 0.7582
H -0.0008 0.1353 0.9957
H -0.8838 -0.5548 0.0633
H -0.3865 -1.2392 -0.1735
H 0.1577 -1.0459 -0.1327
H -0.2944 0.3320 -0.0094
H 0.5287 0.6754 -0.8745
H -0.3808 -0.1013 0.2168
H 0.3842 0.6814 -0.0256
H -0.0050 -0.5225 -0.9243
H -0.6421 -0.8299 -0.3495
H -0.7996 -0.8794 -0.6949
O -0.7979 -0.4916 -0.4193
H 0.7571 -0.3410 0.7165
H 0.0401 0.5378 -0.4668
O 0.0944 0.1785 -0.2196
H 0.0716 0.0647 -0.3008
H -0.2251 0.4067 0.4831
O 0.2621 0.5236 0.1631
H -0.2379 -0.0043 0.1377
H -0.3939 -0.9548 -0.3357
O 0.5457 -0.5767 0.1019
H -0.0691 -0.2493 0.0560
H -0.3297 0.7653 -0.1490
O 0.3894 -0.1171 -0.0251
H -0.4017 0.0497 0.4789
H -0.1430 0.0171 -0.4540
O -1.0406 0.3707 0.2413
H 0.9068 -0.3858 0.1155
H -0.0472 -0.0115 -0.2427
O 0.5810 -0.8024 0.0690
H -0.5465 0.7890 0.1004
H 0.2316 0.2432 -0.0183
O -0.6708 -0.6746 0.0927
H -0.2951 -0.0998 0.1653
H 0.0696 0.5490 -0.5192
O -0.3428 0.1251 0.1769
H -0.0904 0.1840 -0.1645
H 0.4388 -0.2128 -0.2103

***

Computed, not measured: a cluster of 4 separate species, C17H44Br2N3O6P in total, with ωB97M-V with the def2-TZVPD basis set.

For the lowest unoccupied orbital energy, the calculation gives 0.21 eV. Its SMILES is C[C@@H](O)CO[PH2](Br)CC(=O)Br.COC[C@@H](C)N.COC[C@@H](C)N.COC[C@@H](C)N. For the maximum force, the calculation gives 1.1 eV/Å.

Each line ends with the Mulliken charge.
Geometry (Å):
C -4.618830 -2.599119 3.728796  -1.383
C -4.200913 -2.021749 2.389838  0.447
O -2.802001 -1.762759 2.355373  -0.562
C -4.642132 -2.916868 1.249403  -0.937
O -4.374208 -2.340905 -0.017097  -0.459
P -3.011776 -2.838861 -0.898294  0.568
Br -1.181854 -3.725780 -2.092394  -0.423
C -2.929435 -1.202804 -1.728447  -0.647
C -1.839386 -0.274502 -1.262589  0.510
O -2.001815 0.531258 -0.416193  -0.419
Br -0.149428 -0.287023 -2.214565  -0.164
H -4.202061 -1.978780 4.519287  0.341
H -4.253866 -3.617545 3.860074  0.368
H -5.701815 -2.599392 3.836146  0.386
H -4.685698 -1.058621 2.234427  0.274
H -2.337816 -2.602447 2.448027  0.354
H -5.723934 -3.039903 1.314063  0.385
H -4.209234 -3.920298 1.348248  0.448
H -3.719287 -3.893698 -1.455285  0.083
H -2.276822 -3.089871 0.249917  -0.020
H -2.902297 -1.355109 -2.803962  0.585
H -3.849981 -0.696991 -1.453238  0.272
C 4.604119 2.083732 -5.759346  -0.548
O 3.751267 1.550136 -4.764513  -0.400
C 2.743545 2.426297 -4.302301  0.027
C 1.484221 2.479530 -5.175087  0.360
C 1.656608 3.267283 -6.469769  -1.386
N 0.957924 1.148630 -5.484834  -0.653
H 4.769387 3.155003 -5.605182  0.196
H 4.213240 1.917120 -6.766346  0.229
H 5.560903 1.567427 -5.679927  0.277
H 2.458149 2.046006 -3.317708  0.322
H 3.160168 3.433740 -4.159145  -0.140
H 0.726426 2.994429 -4.575881  0.380
H 2.204903 2.694978 -7.217902  0.295
H 0.681837 3.502447 -6.895308  0.368
H 2.189835 4.204462 -6.297577  0.283
H 0.728679 0.675920 -4.615577  0.068
H 1.713591 0.601684 -5.888434  0.326
C -4.240339 -7.150183 9.195125  -0.643
O -5.303223 -6.391307 8.651996  -0.382
C -4.998849 -5.047464 8.342643  -0.868
C -4.343736 -4.837668 6.972513  0.646
C -2.876079 -5.247728 6.913786  -1.462
N -5.072379 -5.508031 5.891957  -0.645
H -3.604829 -6.536856 9.840922  0.302
H -3.624316 -7.607810 8.417172  0.224
H -4.681801 -7.946050 9.793413  0.259
H -5.959522 -4.526345 8.343653  0.363
H -4.385366 -4.606294 9.139712  0.432
H -4.390657 -3.761777 6.775536  0.267
H -2.763138 -6.330019 6.853056  0.302
H -2.405373 -4.824715 6.026798  0.313
H -2.329097 -4.894275 7.789486  0.361
H -6.018031 -5.140303 5.845104  0.271
H -5.191661 -6.483629 6.150411  0.276
C 6.852672 4.297749 -3.775338  -0.711
O 5.987238 5.221076 -4.409677  -0.412
C 5.062128 5.871556 -3.561732  -0.548
C 5.613010 7.103514 -2.834063  0.242
C 6.542327 6.773445 -1.670872  -1.431
N 6.288171 8.038500 -3.736728  -0.725
H 6.346452 3.780107 -2.955085  0.322
H 7.759146 4.777170 -3.398485  0.282
H 7.143317 3.561266 -4.523803  0.279
H 4.250039 6.198141 -4.217042  0.313
H 4.638712 5.152995 -2.846148  0.363
H 4.743079 7.623392 -2.421176  0.417
H 7.532420 6.479471 -2.019070  0.293
H 6.671486 7.649776 -1.037363  0.353
H 6.140336 5.964950 -1.057437  0.347
H 5.634428 8.367480 -4.440318  0.279
H 6.993219 7.522808 -4.255645  0.312

Cartesian forces, eV/Å:
C 0.0506 0.1522 0.0284
C -0.0194 -0.0877 0.0382
O 0.0186 -0.0103 -0.2248
C -0.2912 0.0638 -0.2175
O 0.3674 0.1096 0.0174
P -0.7987 0.2930 0.7431
Br 0.2959 -0.1459 -0.2023
C -0.2294 -0.2290 -0.3458
C 0.0258 0.3130 0.0369
O 0.0108 0.0113 0.2642
Br 0.0120 -0.1338 -0.0313
H 0.0133 0.0230 0.0790
H -0.0112 -0.1244 0.0317
H -0.0997 -0.0849 -0.0090
H 0.1407 0.1610 0.0220
H 0.0156 0.0026 0.1777
H -0.0680 -0.0987 0.0274
H 0.1762 -0.0670 -0.0012
H 0.0362 -0.0270 -0.2636
H 0.2039 -0.0173 -0.0400
H 0.2503 -0.0989 -0.0503
H -0.0883 -0.0364 0.0161
C 0.0642 -0.0321 0.0285
O 0.0248 0.0001 -0.0564
C -0.0346 0.0389 0.1331
C 0.0056 -0.0060 -0.1087
C -0.0189 0.0492 0.0003
N 0.1133 0.0272 0.1288
H -0.0003 0.0091 -0.0455
H -0.0207 0.0644 -0.0035
H -0.0061 -0.0199 0.0173
H 0.0081 -0.0327 -0.0056
H -0.0315 0.0109 -0.0486
H 0.0107 0.0164 0.0488
H 0.0373 -0.0241 0.0175
H -0.0165 -0.0356 -0.0056
H 0.0115 -0.0069 0.0027
H -0.1031 -0.0017 -0.0987
H -0.0298 -0.0110 -0.0585
C -0.0797 -0.0378 -0.0019
O 0.0479 -0.0705 -0.0033
C -0.0598 0.1083 0.0110
C 0.0727 -0.0846 -0.0483
C 0.0327 0.0329 0.0017
N -0.1058 0.0383 0.0675
H 0.0264 0.0094 -0.0025
H 0.0483 0.0357 0.0179
H -0.0138 0.0053 -0.0005
H -0.0181 -0.0243 -0.0004
H 0.0458 0.0005 -0.0361
H -0.0283 0.0312 0.0381
H -0.0314 -0.0236 0.0248
H -0.0176 -0.0130 -0.0286
H -0.0030 -0.0028 0.0056
H 0.0216 0.0438 -0.0527
H 0.0692 -0.0274 -0.0308
C -0.0046 -0.0201 -0.1188
O 0.0578 -0.0501 0.0124
C -0.1235 0.0311 0.0018
C 0.1139 0.0164 0.0085
C -0.0167 -0.0059 0.0505
N -0.0911 -0.0824 -0.0649
H 0.0125 0.0004 0.0327
H -0.0336 0.0015 0.0701
H -0.0022 -0.0021 -0.0012
H 0.0143 -0.0024 -0.0311
H 0.0315 0.0268 0.0412
H -0.0491 -0.0211 -0.0076
H -0.0005 -0.0266 -0.0397
H 0.0157 0.0277 -0.0253
H 0.0004 -0.0063 -0.0065
H -0.0057 0.0539 0.0418
H 0.0480 0.0230 0.0325